Entry from the OMol25 dataset: a structure of composition C4H17BaO5 (the ωB97M-V functional and the def2-TZVPD basis).

HOMO energy in eV: -11.9
LUMO in hartree: -0.190
Total charge: +1
Spin multiplicity: 1
Energy relative to the best compared isomer or geometry (same formula, charge and spin) in kJ/mol: 9.6

```
27
Properties=species:S:1:pos:R:3:mulliken_charge:R:1
Ba -3.230 -37.244 -4.963 1.78
O -1.319 -40.916 -5.814 -0.54
O -4.851 -36.109 -6.882 -0.56
O -0.802 -39.065 -9.353 -0.51
O -4.221 -40.836 -8.326 -0.48
O -2.808 -38.838 -6.984 -1.03
C -5.135 -36.758 -8.138 -0.52
C -4.697 -41.777 -7.355 -0.50
C 0.020 -40.871 -6.323 -0.42
C -0.313 -37.788 -9.023 -0.56
H -5.153 -37.836 -7.995 0.21
H -3.820 -42.344 -7.029 0.23
H 0.165 -41.735 -6.974 0.22
H -6.065 -36.415 -8.588 0.29
H -0.652 -37.460 -8.019 0.09
H 0.773 -37.722 -8.992 0.31
H -3.774 -40.127 -7.814 0.33
H -0.725 -37.010 -9.677 0.33
H -4.508 -35.221 -7.038 0.34
H -1.507 -39.292 -8.735 0.33
H -5.176 -41.255 -6.516 0.19
H -4.347 -36.545 -8.865 0.30
H 0.736 -40.876 -5.503 0.28
H -5.441 -42.435 -7.799 0.27
H -2.743 -38.072 -7.563 0.16
H -1.853 -40.349 -6.388 0.35
H 0.160 -39.961 -6.913 0.12
```

---

Entry from the OMol25 dataset: a structure of composition C7H9N (the ωB97M-V functional and the def2-TZVPD basis).

HOMO energy in eV: -7.7
LUMO in hartree: 0.030
Spin multiplicity: 1
Energy relative to the best compared isomer or geometry (same formula, charge and spin) in kJ/mol: 701.2

```
17
Properties=species:S:1:pos:R:3:nbo_charge:R:1
N -0.062 0.803 -1.242 -0.39
C -1.871 -0.847 -0.409 -0.41
C 1.640 -0.301 0.378 -0.44
C 0.688 -1.283 -0.352 -0.45
C 1.023 0.992 -0.256 -0.10
C -1.120 0.172 0.736 -0.46
C -0.525 -0.536 -0.656 0.19
C -0.474 1.318 0.046 -0.11
H -2.203 0.370 1.076 0.33
H 1.069 -1.553 -1.421 0.25
H -2.729 -0.122 -0.556 0.19
H -0.532 -0.213 1.637 0.22
H 1.536 1.942 -0.582 0.23
H -0.958 2.365 0.077 0.22
H 0.433 -2.377 0.081 0.26
H 1.383 -0.295 1.446 0.22
H 2.704 -0.436 -0.005 0.25
```

---

Entry from the OMol25 dataset: a cluster of 2 separate species, C10H16 in total (the ωB97M-V functional and the def2-TZVPD basis).

HOMO energy (spin up / spin down) in eV: 0.6 / -3.5
LUMO (spin up / spin down) in hartree: 0.143 / 0.143
Total charge: -1
<S²>: 0.76
Spin multiplicity: 2
Energy relative to the best compared isomer or geometry (same formula, charge and spin) in kJ/mol: 218.9

```
26
Properties=species:S:1:pos:R:3:nbo_charge:R:1
C -1.013 0.162 -2.324 -0.38
C 2.998 -0.198 -0.262 -0.61
C -1.170 -1.165 -1.996 -0.24
C 1.957 0.455 0.886 -0.39
C -1.619 -1.712 -0.820 -0.35
C 1.335 -0.644 1.631 -0.63
C -1.697 0.516 -0.172 0.04
C -1.932 1.482 1.082 -0.67
C -2.012 -0.808 0.157 -0.45
C -1.192 1.143 -1.263 -0.40
H -0.965 1.416 1.714 0.20
H 3.775 -0.654 0.307 0.18
H 0.844 -1.424 1.080 0.24
H 2.658 1.131 1.430 0.18
H -1.906 2.476 0.628 0.18
H -1.081 0.486 -3.381 0.16
H 2.082 -0.952 2.479 0.18
H -2.220 -1.230 1.147 0.18
H -2.949 1.229 1.388 0.20
H -0.861 -1.864 -2.711 0.17
H 2.435 -0.915 -0.917 0.22
H 3.406 0.754 -0.772 0.19
H -1.429 -2.642 -0.386 0.17
H 0.445 -0.299 2.160 0.22
H 1.235 1.060 0.305 0.23
H -1.123 2.199 -1.393 0.19
```

---

Entry from the OMol25 dataset: a structure of composition C15H20BIN8ORuS (the ωB97M-V functional and the def2-TZVPD basis).

HOMO energy (spin up / spin down) in eV: -14.3 / -14.3
LUMO (spin up / spin down) in hartree: -0.255 / -0.333
Total charge: +2
<S²>: 6.02
Spin multiplicity: 5
Energy relative to the best compared isomer or geometry (same formula, charge and spin) in kJ/mol: 0.0

```
48
Properties=species:S:1:pos:R:3:nbo_charge:R:1
I -1.556 -1.063 3.987 0.34
Ru -0.632 -0.868 0.980 1.50
S 0.037 -3.841 2.387 1.26
O 0.300 -2.582 1.503 -0.95
N 0.857 0.354 -1.312 -0.32
N -1.933 0.071 -0.314 -0.36
N 0.135 1.119 1.496 -0.39
N 0.321 2.704 -1.934 -0.43
N -0.296 2.793 -3.146 -0.30
N 0.756 -0.796 -0.610 -0.38
N -1.514 1.103 -1.109 -0.31
N 0.187 2.023 0.482 -0.33
C 1.489 3.423 -1.945 -0.05
C 1.747 0.191 -2.297 0.06
C -3.226 -0.174 -0.633 0.01
C 0.465 3.150 2.372 -0.31
C 0.367 3.248 0.995 0.05
C 0.456 3.591 -3.875 -0.01
C -3.642 0.701 -1.605 -0.30
C 1.408 -3.837 3.516 -0.80
C 1.592 -1.685 -1.166 0.01
C 2.247 -1.101 -2.236 -0.30
C 0.504 -5.179 1.315 -0.81
C 0.313 1.802 2.638 0.01
C -2.529 1.494 -1.876 0.10
C 1.601 4.019 -3.168 -0.32
C -2.310 -1.405 2.058 -0.74
B -0.031 1.599 -0.997 0.92
H 2.152 3.447 -1.096 0.23
H 2.338 -3.756 2.956 0.26
H 1.966 0.997 -2.980 0.26
H 2.980 -1.549 -2.882 0.27
H 1.365 -4.766 4.086 0.28
H -2.590 -2.447 1.926 0.24
H -2.381 2.292 -2.584 0.29
H 0.322 1.291 3.585 0.23
H -4.611 0.760 -2.066 0.27
H -0.214 -5.218 0.498 0.27
H 0.403 4.114 0.355 0.26
H 0.439 -6.097 1.901 0.28
H 1.275 -2.990 4.186 0.27
H 1.675 -2.680 -0.764 0.23
H -3.776 -0.973 -0.164 0.23
H -3.137 -0.723 1.897 0.25
H 1.517 -5.022 0.949 0.26
H 0.156 3.841 -4.880 0.23
H 2.383 4.676 -3.507 0.26
H 0.625 3.948 3.075 0.27
```

---

Entry from the OMol25 dataset: an isolated molecule of C4H3NS (the ωB97M-V functional and the def2-TZVPD basis).

HOMO energy in eV: -8.1
LUMO in hartree: -0.018
Spin multiplicity: 1
Energy relative to the best compared isomer or geometry (same formula, charge and spin) in kJ/mol: 373.7

```
9
Properties=species:S:1:pos:R:3:nbo_charge:R:1
S -2.497 -0.638 1.218 -0.02
N -0.521 -0.276 -1.099 -0.21
C -2.375 -0.907 -0.362 -0.06
C -1.713 -0.744 -1.446 -0.20
C 0.186 0.116 -0.227 0.42
C 1.455 0.536 0.333 -0.73
H 1.458 1.666 0.569 0.27
H 1.578 0.088 1.266 0.26
H 2.428 0.158 -0.251 0.27
```

---

Entry from the OMol25 dataset: an isolated molecule of C18H33N7O (the ωB97M-V functional and the def2-TZVPD basis).

HOMO energy in eV: -8.8
LUMO in hartree: 0.023
Spin multiplicity: 1
SMILES string: CC(C)(C)n1nnnc1CN1CCC(NC(=O)NC2CCCCC2)CC1

```
59
Properties=species:S:1:pos:R:3:nbo_charge:R:1
O -2.343 1.412 0.828 -0.67
N 0.189 -5.077 -1.666 -0.06
N 0.853 -5.109 -2.739 -0.07
N 0.760 -4.280 -0.776 -0.32
N 1.915 -4.306 -2.599 -0.20
N -1.570 3.132 2.097 -0.64
N 2.087 -1.713 -0.006 -0.44
N -0.298 1.244 1.809 -0.64
C 2.755 -2.810 -0.672 -0.25
C 1.362 -2.099 1.195 -0.23
C -2.826 3.856 2.111 -0.06
C -1.473 1.893 1.523 0.79
C 0.076 0.044 1.091 -0.06
C 0.952 -0.848 1.966 -0.40
C 1.235 -0.939 -0.894 -0.23
C 1.840 -3.786 -1.341 0.31
C -2.584 5.340 1.836 -0.40
C -4.888 4.440 3.417 -0.40
C -3.566 3.678 3.439 -0.41
C 2.456 -5.100 -4.809 -0.61
C 4.271 -4.556 -3.181 -0.61
C 2.854 -2.713 -4.193 -0.61
C 0.827 0.358 -0.206 -0.41
C 2.879 -4.157 -3.681 0.13
C -4.649 5.920 3.136 -0.40
C -3.908 6.098 1.814 -0.40
H -2.940 4.054 4.254 0.19
H 4.248 -5.566 -2.778 0.22
H 2.434 -6.128 -4.458 0.23
H -4.055 6.352 3.946 0.19
H -2.066 5.454 0.883 0.21
H -1.942 5.750 2.621 0.19
H 0.465 1.785 2.187 0.38
H 1.724 0.938 0.025 0.20
H -5.400 4.319 4.374 0.21
H 0.328 -1.498 -1.180 0.18
H 3.343 -3.349 0.079 0.23
H 3.444 -2.378 -1.401 0.21
H -3.746 2.615 3.611 0.22
H 1.800 -0.710 -1.803 0.20
H 0.189 0.945 -0.868 0.22
H -0.862 -0.465 0.847 0.23
H 3.219 -2.011 -3.449 0.21
H -4.526 5.716 0.999 0.20
H -3.724 7.158 1.628 0.21
H 4.973 -4.532 -4.010 0.22
H -3.423 3.420 1.303 0.23
H 0.414 -1.133 2.870 0.22
H 1.839 -2.431 -4.467 0.22
H 3.484 -2.631 -5.075 0.22
H 1.463 -4.845 -5.166 0.23
H 0.473 -2.699 0.953 0.21
H -5.529 4.022 2.638 0.20
H 1.850 -0.295 2.253 0.19
H 3.161 -5.022 -5.632 0.21
H -5.602 6.451 3.102 0.21
H -0.904 3.386 2.810 0.38
H 4.634 -3.885 -2.407 0.21
H 2.028 -2.708 1.811 0.20
```

---

For reference, max |F| by record: 2.39, 4.62, 5.96, 0.29, 2.75, 1.40 eV/Å.
For reference, energy by record: -15347.3289, -8887.8886, -10626.0422, -52026.5743, -16516.3768, -31680.6089 eV.
For reference, molecular weight by record: 282.50, 107.16, 136.24, 599.23, 97.14, 363.51 g/mol.